1.
ORCA calculation (ωB97M-V with the def2-TZVPD basis set) on a single C4H10N2O2 molecule.

```
18
Properties=species:S:1:pos:R:3:forces:R:3:lowdin_charge:R:1
C -0.6488 1.1649 -1.0884 0.2153 -0.2797 0.2489 -0.03
C 0.1649 0.4740 -0.0033 -0.1397 -0.2142 -0.0395 -0.46
N 0.7098 1.4609 0.8863 0.1889 0.0850 0.1639 0.09
C -0.5203 -0.7849 0.6141 0.0719 0.3980 0.2036 -0.34
N -1.8987 -0.9887 0.3773 0.0405 -0.1736 -0.0927 0.09
O 0.4017 -1.6439 -0.1214 -0.0058 -0.3745 -0.1205 -0.01
C 1.1948 -0.5560 -0.5497 -0.3091 0.4068 -0.2785 -0.36
O 2.4470 -0.5476 0.0513 0.3914 -0.0237 0.2272 0.02
H -0.0516 1.9740 -1.4989 0.0245 0.0460 -0.0718 0.09
H -0.9074 0.4743 -1.8867 -0.1278 -0.0682 -0.1544 0.08
H -1.5585 1.5759 -0.6587 -0.1392 0.0798 -0.0352 0.08
H 1.5114 1.0985 1.3898 -0.0747 0.0216 0.0190 0.07
H 0.0113 1.7862 1.5430 0.0499 0.0344 0.0203 0.09
H -0.3331 -0.8856 1.6926 -0.0119 0.0102 -0.1861 0.15
H -2.2032 -1.8802 0.7503 -0.0649 0.0749 0.0178 0.09
H -2.1065 -0.9706 -0.6140 -0.0442 0.0052 0.0255 0.08
H 1.3454 -0.5407 -1.6361 -0.0121 -0.0242 0.1121 0.16
H 2.4418 -1.2104 0.7525 -0.0531 -0.0037 -0.0597 0.11
```
Forces are in eV/Å.

Properties
E_HOMO = -9.18 eV
energy = -418.38669 a.u.
lowest unoccupied orbital energy = 0.867 eV
Kohn-Sham gap = 10.049 eV
maximum force = 0.6 eV/A
relative energy (zero: lowest compared OMol25 entry of this formula, charge and spin) = 2.021 eV

***

2.
ORCA calculation (ωB97M-V with the def2-TZVPD basis set) on a 6-piece molecular cluster, C22H30F18NO10P overall in a non-equilibrium geometry.

```
82
Properties=species:S:1:pos:R:3:forces:R:3:lowdin_charge:R:1
C -5.9073 1.1865 -4.9434 0.1708 -0.3224 0.0295 -0.05
C -5.4546 2.1858 -3.8977 -0.4291 0.1732 -0.6433 -0.21
O -4.8464 1.5120 -2.7822 0.7747 -0.3171 0.5233 0.03
C -3.5590 1.1707 -2.9374 -1.0325 0.9018 -1.0870 -0.38
O -2.9134 1.3887 -3.9241 0.2811 -0.4113 0.5578 0.15
C -3.0269 0.5127 -1.6677 0.4701 -0.8017 1.4158 -0.52
F -3.8801 -0.3941 -1.1608 -0.0473 0.2321 -0.4074 0.16
F -2.8062 1.4133 -0.6932 -0.1329 0.1560 -0.4526 0.16
F -1.8645 -0.1286 -1.8671 -0.3105 0.3160 -0.3873 0.15
H -6.5659 0.4367 -4.4984 -0.0594 0.1389 -0.0211 0.08
H -6.4395 1.6899 -5.7524 0.0286 0.0202 0.0814 0.09
H -5.0567 0.6503 -5.3698 -0.0176 0.1281 -0.0304 0.07
H -6.3191 2.7231 -3.5056 0.1924 -0.1854 0.2778 0.12
H -4.7771 2.9295 -4.3180 0.1558 -0.2792 0.1696 0.11
C 0.9956 -1.6105 -1.7226 0.3017 -0.2000 -0.1491 -0.06
C 1.0303 -1.3074 -0.2386 -0.5326 0.4564 -0.4907 -0.20
O 1.7670 -2.3180 0.4704 0.7661 -0.3197 0.4961 0.02
C 3.1028 -2.1823 0.4663 -1.1429 1.0638 -0.6899 -0.38
O 3.6939 -1.2952 -0.0814 0.2877 -0.5744 0.3873 0.17
C 3.7499 -3.2881 1.2950 0.9461 -1.3586 0.6335 -0.52
F 3.2201 -4.4983 1.0424 -0.1879 0.4031 -0.1561 0.16
F 3.5986 -3.0730 2.6172 -0.0947 0.3741 -0.2928 0.15
F 5.0653 -3.3980 1.0730 -0.4281 0.4473 -0.2038 0.17
H 0.6030 -2.6146 -1.9003 -0.1099 0.1044 0.0640 0.09
H 0.3708 -0.8883 -2.2485 0.0529 -0.0445 0.0840 0.07
H 1.9980 -1.5796 -2.1547 -0.0528 0.1125 0.0597 0.08
H 0.0154 -1.3212 0.1629 0.1961 -0.2361 0.1631 0.12
H 1.4418 -0.3155 -0.0392 0.1912 -0.2000 0.0232 0.13
C 1.1363 -3.7505 4.4346 -0.4283 -0.0319 0.0845 -0.05
C 2.0777 -4.2968 5.4882 0.2831 0.1071 -0.7916 -0.20
O 1.5066 -4.1620 6.8006 -0.5221 -0.3052 0.7238 0.00
C 0.6352 -5.1158 7.1621 0.9136 0.0738 -1.4258 -0.38
O 0.3153 -6.0405 6.4698 -0.2426 0.1402 0.7017 0.18
C 0.1472 -4.8782 8.5894 -0.9335 0.3379 1.6154 -0.51
F -0.1684 -3.5917 8.8152 0.2476 -0.1967 -0.4009 0.17
F 1.0805 -5.2108 9.5128 -0.7664 -0.1752 -0.4897 0.12
F -0.9455 -5.5933 8.8840 0.3925 -0.0302 -0.5346 0.17
H 0.8594 -2.7189 4.6649 0.1588 -0.0181 -0.0319 0.09
H 1.6015 -3.7801 3.4506 -0.0473 -0.0284 0.1282 0.06
H 0.2101 -4.3278 4.3963 0.1167 -0.0599 -0.0116 0.08
H 3.0036 -3.7179 5.4894 -0.1443 0.0189 0.3141 0.13
H 2.3482 -5.3361 5.2874 -0.2076 0.0179 0.1765 0.13
C -1.7498 8.2223 -5.1452 -0.1238 -0.2547 -0.2352 -0.06
C -2.5422 8.3504 -3.8597 0.7434 0.3497 -0.0297 -0.20
O -3.8946 7.9044 -4.0499 -0.6878 -0.6379 0.1161 0.03
C -4.0900 6.5788 -3.9761 1.4558 0.8319 0.2285 -0.38
O -3.2244 5.7747 -3.7704 -0.7346 -0.1672 -0.1064 0.17
C -5.5701 6.2496 -4.1441 -1.7043 -0.2241 -0.3685 -0.52
F -6.1388 6.9318 -5.1522 0.4770 -0.0011 0.1286 0.17
F -6.2764 6.5460 -3.0382 0.5163 0.0361 0.0165 0.17
F -5.7805 4.9486 -4.3971 0.4634 0.4561 0.0822 0.14
H -2.2524 8.7490 -5.9597 0.0595 0.0912 0.1178 0.08
H -0.7470 8.6347 -5.0223 -0.0797 -0.0013 0.0395 0.08
H -1.6592 7.1774 -5.4492 0.0668 0.0449 0.1163 0.08
H -2.5982 9.3999 -3.5652 -0.3316 -0.1319 -0.0428 0.13
H -2.0673 7.8101 -3.0377 -0.1978 -0.1484 -0.1242 0.13
C 3.7856 -4.6127 8.8956 0.1802 0.1739 0.1252 -0.05
C 4.9896 -5.3762 9.4093 -0.7287 -0.1395 0.2271 -0.19
O 6.1693 -5.0279 8.6652 0.8381 0.4086 -0.0733 0.03
C 6.7906 -3.8999 9.0446 -1.3394 -0.6996 0.6923 -0.38
O 6.4236 -3.1903 9.9387 0.5713 0.0907 -0.4318 0.17
C 8.0483 -3.6801 8.2087 1.3612 0.4056 -1.0128 -0.53
F 7.8372 -3.8963 6.8980 -0.3210 -0.0488 0.3346 0.16
F 9.0418 -4.5086 8.5798 -0.4366 -0.0342 0.2373 0.16
F 8.5264 -2.4333 8.3179 -0.4805 -0.2651 0.2900 0.16
H 3.6635 -4.7684 7.8231 0.0285 -0.1446 0.0794 0.07
H 2.8734 -4.9364 9.4081 0.9125 0.1734 -0.2364 0.07
H 3.9061 -3.5379 9.0499 -0.0087 -0.0728 0.0824 0.09
H 4.8347 -6.4472 9.2648 0.2979 0.0986 -0.1706 0.13
H 5.1436 -5.2143 10.4785 0.1591 0.1635 -0.1551 0.13
N 0.7839 3.1700 -8.4688 -0.8985 -0.4572 -0.6797 -0.09
C -0.1519 2.0364 -8.8088 -0.7484 0.2326 -0.5991 -0.46
P -1.6778 2.3024 -7.6789 1.2224 0.9420 0.6479 0.99
C -2.8587 3.2964 -8.8201 0.1249 -0.1904 -1.0159 -0.65
F -3.5936 2.4220 -9.6304 0.3528 1.9584 1.1630 0.02
F -2.1157 4.1145 -9.7016 -1.3556 -1.3384 1.5840 0.01
F -3.6751 4.1641 -8.0871 1.0526 -1.8503 -1.6354 0.02
H 0.2989 3.8302 -7.8398 0.4712 -0.4413 -0.4990 0.02
H 0.9347 3.6456 -9.3649 0.1450 0.0927 0.7026 0.06
H -0.4811 2.1369 -9.8984 0.4267 -0.4137 1.4109 0.08
H 0.3153 1.0187 -8.6612 -0.5665 1.1555 0.0278 0.07
H -2.2656 1.0483 -7.3246 -0.2408 0.3295 -1.0466 -0.06
```
Forces are in eV/Å.

Properties
E_HOMO = -9.47 eV
energy = -3802.42834 a.u.
lowest unoccupied orbital energy = 0.477 eV
Kohn-Sham gap = 9.944 eV
maximum force = 2.7 eV/A

***

3.
ORCA calculation (ωB97M-V with the def2-TZVPD basis set) on C5H8O2 as an isolated structure.

```
15
Properties=species:S:1:pos:R:3:forces:R:3:lowdin_charge:R:1
O 1.6536 -0.9624 1.0575 0.2037 -0.1054 -0.1161 -0.01
C 1.4495 0.2343 0.4403 -0.0167 0.2822 -0.2172 -0.30
C 2.1588 0.7389 -0.5657 -0.0698 -0.0519 0.1458 0.01
C -1.7811 0.8934 0.2850 -0.4134 -0.0735 -0.0609 -0.12
C -1.7352 -0.6152 0.4841 0.0254 -0.2192 0.3137 -0.15
C -1.2675 -0.5948 -0.9200 0.1972 -0.7837 -0.1240 -0.15
O -1.4198 0.7092 -1.0479 0.0439 0.9260 -0.2994 -0.02
H 2.4174 -1.3945 0.6501 -0.1083 0.0323 0.1111 0.10
H 0.5861 0.7499 0.8636 0.1905 -0.0502 -0.0885 0.09
H 1.8815 1.7006 -0.9808 0.0267 -0.1374 0.0697 0.06
H 3.0154 0.2258 -0.9985 -0.1164 0.0319 0.0965 0.05
H -2.6763 1.5073 0.4000 0.1862 0.0037 0.1195 0.09
H -1.0325 -1.0629 1.1936 -0.1432 0.1023 -0.0378 0.11
H -2.7433 -1.0167 0.6338 0.1265 0.0089 -0.0056 0.12
H -0.5065 -1.1129 -1.4952 -0.1323 0.0340 0.0934 0.11
```
Forces are in eV/Å.

Properties
E_HOMO (spin up / spin down) = -8.01 / -7.60 eV
energy = -345.60486 a.u.
lowest unoccupied orbital energy (spin up / spin down) = 0.753 / 0.433 eV
Kohn-Sham gap (spin up / spin down) = 8.760 / 8.029 eV
maximum force = 1.0 eV/A
relative energy (zero: lowest compared OMol25 entry of this formula, charge and spin) = 5.445 eV